The following is a quantum chemistry calculation of an isolated molecule of CH3O2P, from the OMol25 dataset.

Geometry as ORCA input:
```
! wB97M-V def2-TZVPD RIJCOSX def2/J DEFGRID3
* xyz 0 1
C 0.99 0.00 0.00
O -0.32 0.45 0.02
P -1.82 -0.55 -0.01
O -2.91 0.39 0.00
H 1.50 0.37 0.89
H 1.48 0.42 -0.88
H 1.07 -1.09 -0.03
*
```

## Properties
SMILES: COP=O

Atom charges from the Löwdin analysis, given in e for atoms 1 to 4: number 1, C, carries -0.229; number 2, O, carries -0.456; number 3, P, carries 0.902; number 4, O, carries -0.445

The following is a quantum chemistry calculation of a structure of composition C41H59N7O2PRb, from the OMol25 dataset.

Geometry as ORCA input:
```
! wB97M-V def2-TZVPD RIJCOSX def2/J DEFGRID3
* xyz 0 1
Rb -1.47 -0.39 0.78
C -3.71 -3.54 -0.81
C -4.16 -2.53 -1.86
N -3.17 -1.52 -2.23
C -2.17 -1.90 -3.21
C -0.86 -2.48 -2.69
C 0.12 -2.83 -3.62
C 1.31 -3.35 -3.16
C 1.50 -3.51 -1.80
C 0.49 -3.10 -0.94
C 0.71 -3.25 0.55
N -0.50 -3.10 1.34
C -1.45 -4.20 1.22
C -2.89 -3.76 1.48
N -3.41 -2.86 0.44
N -0.66 -2.59 -1.38
H -2.81 -4.04 -1.17
H -4.49 -4.31 -0.69
H -5.05 -2.01 -1.48
H -4.48 -3.06 -2.77
H -2.72 -1.21 -1.39
H -1.92 -1.03 -3.82
H -2.61 -2.63 -3.90
H -0.07 -2.71 -4.68
H 2.09 -3.64 -3.86
H 2.41 -3.93 -1.40
H 1.40 -2.46 0.86
H 1.23 -4.20 0.72
H -0.25 -2.95 2.31
H -1.22 -5.03 1.91
H -1.37 -4.61 0.21
H -2.94 -3.23 2.43
H -3.51 -4.67 1.58
H -4.25 -2.42 0.79
O -0.94 2.82 3.96
C -1.55 1.83 3.58
N -2.43 1.71 2.56
C -2.32 2.51 1.49
O -1.33 3.13 1.07
C -3.52 2.50 0.57
C -4.33 3.62 0.44
C -5.37 3.59 -0.47
C -5.56 2.45 -1.24
C -4.69 1.39 -1.05
N -3.70 1.40 -0.16
C -1.39 0.57 4.42
C -1.05 0.72 5.76
C -0.87 -0.40 6.55
C -1.02 -1.65 5.97
C -1.34 -1.71 4.62
N -1.53 -0.63 3.85
H -4.13 4.50 1.04
H -6.02 4.45 -0.59
H -6.35 2.39 -1.97
H -4.77 0.49 -1.66
H -0.92 1.72 6.15
H -0.62 -0.30 7.60
H -0.90 -2.56 6.54
H -1.47 -2.67 4.14
C 5.62 -0.20 -2.34
C 5.00 -1.29 -1.46
C 3.94 -0.68 -0.53
C 3.18 0.49 -1.18
C 3.14 0.29 -2.69
C 4.56 0.36 -3.29
P 1.47 0.58 -0.47
C 1.66 1.35 1.21
C 1.87 0.26 2.28
C 2.13 0.91 3.63
C 3.47 1.66 3.63
C 3.87 2.11 2.22
C 2.65 2.52 1.39
C 0.55 1.91 -1.38
C -0.22 1.37 -2.59
C -1.35 2.33 -2.99
C -0.96 3.79 -2.69
C 0.54 3.98 -2.84
C 1.28 3.22 -1.74
H 6.47 -0.59 -2.90
H 6.00 0.59 -1.69
H 5.76 -1.80 -0.87
H 4.54 -2.05 -2.11
H 4.43 -0.34 0.39
H 3.23 -1.46 -0.23
H 3.71 1.43 -0.97
H 2.51 1.04 -3.17
H 2.68 -0.68 -2.91
H 4.80 1.40 -3.54
H 4.57 -0.19 -4.23
H 0.66 1.77 1.39
H 2.72 -0.39 2.01
H 1.00 -0.40 2.32
H 2.11 0.16 4.43
H 1.31 1.60 3.84
H 4.26 1.04 4.05
H 3.39 2.54 4.28
H 4.39 1.29 1.71
H 4.58 2.93 2.27
H 2.98 2.91 0.43
H 2.14 3.34 1.90
H -0.21 2.18 -0.64
H -0.63 0.38 -2.36
H 0.46 1.22 -3.44
H -2.26 2.08 -2.44
H -1.57 2.21 -4.05
H -1.25 4.05 -1.67
H -1.51 4.47 -3.35
H 0.81 5.04 -2.80
H 0.85 3.62 -3.83
H 1.34 3.84 -0.84
H 2.32 3.02 -2.05
*
```

Atom charges from the Löwdin analysis, given in e for atoms 1 to 4: number 1, Rb, carries 0.774; number 2, C, carries -0.222; number 3, C, carries -0.206; number 4, N, carries -0.054

Calculated lowest unoccupied orbital energy (eV), listed in the same order as above: -0.47, 0.10
Calculated total energy (eV), listed in the same order as above: -14469.44861, -67947.07230
Calculated energy relative to the best compared isomer or geometry (same formula, charge and spin) (kJ/mol), listed in the same order as above: 34.3, 0.0